Record 1
Formula: C26H26N2O3
Source: OMol25
Level of theory: the ωB97M-V functional and the def2-TZVPD basis

```
57
Properties=species:S:1:pos:R:3:forces:R:3
O -2.4552 2.6201 -0.8576 0.2 0.0 -0.4
O 0.6872 0.9857 -3.5780 -0.8 0.1 0.8
O -0.5777 3.7706 -0.9767 -1.0 -2.3 -0.2
N 2.7841 -1.0000 -1.9587 0.3 -1.0 0.2
N -1.9026 -0.2781 2.7799 0.2 -0.1 0.2
C 0.1558 0.6872 2.8008 -0.5 -0.7 -0.2
C 2.0288 -2.0802 -1.4837 -0.4 1.4 -0.5
C -0.2633 0.4942 1.4061 -1.4 0.0 -1.0
C -1.4868 -0.1395 1.4726 0.2 0.5 0.6
C 0.4187 0.8743 0.0711 1.3 1.9 -0.4
C 1.5239 2.8517 -2.4429 0.4 0.4 -0.5
C 1.3400 1.0411 3.4430 0.0 0.3 0.5
C -1.3721 0.2831 -1.8209 0.0 -0.7 0.0
C -0.3881 1.3604 -1.3722 -0.7 -0.3 -0.2
C -3.1715 -0.8450 3.1960 0.0 -0.3 -0.4
C 0.6046 1.6724 -2.5797 0.8 -0.4 0.6
C -2.6695 0.7464 -2.4715 -0.1 0.5 -0.7
C 1.3901 1.0114 4.8445 0.3 0.3 -0.5
C 3.5208 -1.0084 -3.2065 0.4 0.4 0.1
C 0.3787 -2.4973 0.2144 -0.8 -0.6 0.1
C 1.4276 -0.1712 -0.3586 0.4 0.6 -0.6
C 0.3114 0.5969 5.6233 -1.2 -0.6 -0.4
C 1.8831 -3.3459 -2.0236 0.0 -0.7 -0.1
C 2.4817 0.1135 -1.2270 -1.1 -0.5 0.8
C 0.9643 -4.2060 -1.4192 0.6 0.4 0.0
C -0.8736 0.1387 5.0149 0.8 0.5 0.1
C -0.9079 0.1817 3.6250 0.0 0.1 -1.0
C 1.1795 -1.5987 -0.4498 1.3 0.9 -0.9
C -1.1329 2.6758 -1.1118 0.7 1.8 1.2
C -3.3520 1.6775 -1.4843 0.0 -0.1 0.2
C 0.2518 -3.7856 -0.2863 0.0 0.2 0.0
H 2.4668 -3.6415 -2.9009 -0.3 -0.1 0.4
H -3.1945 -1.9273 3.0105 0.1 0.1 0.2
H -0.8638 -0.4728 -2.4215 0.1 0.1 0.0
H -0.1485 -2.1563 1.0929 -0.2 -0.3 0.0
H 1.8604 2.9897 -1.4158 0.0 0.1 -0.1
H -2.5406 1.2304 -3.4655 0.3 0.0 0.7
H 3.0321 -0.3811 -3.9765 0.0 -0.5 0.3
H -1.7383 -0.2312 5.5667 0.4 0.1 0.1
H -2.1061 -0.5687 0.6902 0.1 0.3 0.4
H -3.3456 -0.0989 -2.7055 0.4 0.2 0.4
H 0.8705 1.9053 0.1949 0.2 -1.3 0.5
H -3.9780 -0.4104 2.5860 0.1 0.0 0.5
H -0.4473 -4.4629 0.1759 0.0 -0.2 0.2
H 2.3858 2.6728 -3.1236 -0.6 0.3 0.4
H 0.9705 3.7681 -2.7195 0.4 -0.4 0.1
H 3.6482 -2.0370 -3.5405 -0.2 0.2 -0.1
H 2.2036 1.3346 2.8567 0.0 0.1 0.1
H 0.3777 0.5627 6.7059 0.1 0.1 -0.1
H 2.2830 1.3445 5.3663 0.0 -0.1 -0.2
H -3.3311 -0.6775 4.2707 -0.1 0.1 -0.6
H -4.1300 2.3013 -1.9081 -0.1 0.0 -0.3
H 3.0319 1.0494 -1.3242 -0.3 -0.4 -0.3
H 4.5317 -0.6241 -3.0476 0.0 0.1 0.0
H -1.6601 -0.1817 -0.8954 -0.2 -0.5 -0.1
H 0.8635 -5.2246 -1.7760 -0.1 0.1 -0.1
H -3.8208 1.1104 -0.6785 0.1 -0.1 0.1
```
Positions in Å, forces in eV/Å.

Results
Energy above the lowest of the compared OMol25 structures with the same formula, charge and spin (eV): 2.745
E_HOMO (eV): -7.516
SMILES: CC(=O)[C@]1(C(c2cn(C)c3ccccc23)c2cn(C)c3ccccc23)CCCOC1=O
Strongest force on any atom (hartree/bohr): 0.04835
Net charge: 0
LUMO energy (eV): 0.506
Calculated total energy (eV): -36505.53099

Record 2
Formula: C26H26N2O7
Source: OMol25
Level of theory: the ωB97M-V functional and the def2-TZVPD basis

```
61
Properties=species:S:1:pos:R:3:forces:R:3
O -0.0265 -3.6742 0.5973 0.0 -0.3 0.1
O 2.6641 -1.7498 2.3933 0.1 0.0 0.2
O 0.8412 5.7120 -0.7208 0.4 0.3 -0.4
O -2.4373 0.4582 0.3247 0.1 -0.1 0.2
O -2.1258 2.6082 -2.3952 -0.2 0.1 -0.3
O -0.5824 4.9987 0.8447 0.0 0.0 0.1
O 0.9491 -4.4032 2.4408 -0.1 0.1 -0.2
N 1.6441 -0.2019 -2.7435 0.0 -0.2 -0.4
N -0.9717 2.6281 -0.4465 0.4 0.3 0.3
C 0.1970 -3.5952 1.9423 0.3 -0.2 0.3
C -1.8123 -0.7594 -1.6525 -0.2 0.3 0.1
C 1.9064 0.2201 -0.5542 0.0 -0.4 -0.4
C -3.0447 1.4466 -0.4787 -0.2 0.1 -0.3
C -1.2403 -1.5834 0.5608 0.1 -0.2 -0.4
C -1.2593 -1.8857 -2.2567 0.1 -0.2 0.4
C 0.1153 3.4638 -0.8816 0.1 0.0 0.0
C 2.4593 -1.4284 1.0825 0.0 0.2 -0.2
C -2.0099 2.2968 -1.2296 -0.2 -0.4 0.3
C -0.7052 -2.8636 -1.4598 -0.1 0.0 0.1
C 1.9570 -0.7850 -1.5479 0.1 0.0 0.5
C 0.3128 0.5280 3.8977 -0.1 0.1 -0.2
C 2.1595 -0.1142 0.7751 0.1 -0.3 0.2
C -0.4818 -2.5343 2.6377 -0.3 0.3 -0.2
C -1.2908 -2.0220 -3.7463 -0.1 0.0 0.0
C -0.8249 0.7518 2.9102 0.0 -0.1 0.2
C -0.6694 -2.6997 -0.0786 -0.4 0.7 -0.3
C 2.3023 -2.0936 -1.2408 0.1 0.1 0.0
C 1.4171 1.1287 -2.5433 0.0 0.3 0.2
C -1.8405 -0.6083 -0.2783 0.2 -0.4 -0.2
C 2.5543 -2.4024 0.0769 0.1 0.0 0.0
C 0.0600 4.7956 -0.1497 -0.3 -0.1 0.2
C 1.5749 1.4395 -1.2218 0.0 0.1 -0.2
C -1.7727 -0.4566 2.8273 -0.1 0.2 0.0
C 1.4729 2.7920 -0.5931 -0.1 0.0 -0.3
C -1.1662 -1.5506 2.0044 0.2 -0.4 0.5
H -1.1827 -1.0511 -4.2243 0.0 0.1 -0.1
H -2.2483 -2.4402 -4.0575 0.0 0.0 -0.1
H -0.3826 -2.5455 3.7114 0.0 0.0 0.1
H -0.9984 2.3835 0.5335 -0.1 0.0 -0.1
H 0.9323 -0.3125 3.5959 0.1 -0.1 0.0
H 2.7407 -2.7088 2.4914 -0.1 0.1 0.0
H -3.7640 1.0206 -1.1861 0.2 0.1 0.0
H 1.5978 2.6942 0.4871 0.0 0.1 0.1
H -2.7228 -0.1485 2.3968 0.0 -0.1 0.1
H -1.9544 -0.8289 3.8372 0.0 0.0 0.0
H -0.0787 0.3315 4.8936 0.0 0.0 0.1
H -3.5817 2.0934 0.2224 0.0 -0.1 -0.1
H 2.1333 0.6188 1.5646 0.0 0.1 0.2
H -0.0074 3.6331 -1.9553 0.0 0.0 0.2
H -1.4001 1.6293 3.2136 0.0 0.1 -0.1
H 2.2611 3.4487 -0.9697 0.0 0.0 0.2
H 0.9419 1.4142 3.9526 0.1 0.0 0.0
H 2.8139 -3.4143 0.3543 0.0 -0.1 0.0
H 1.5888 -0.6768 -3.6274 0.0 0.1 0.1
H 2.3746 -2.8483 -2.0088 0.0 -0.1 -0.1
H 0.8091 6.5481 -0.2280 -0.2 -0.3 0.1
H -0.2673 -3.7552 -1.8776 0.1 -0.1 -0.1
H 1.1556 1.7686 -3.3639 -0.1 0.1 -0.2
H -0.5061 -2.6895 -4.0929 0.1 -0.1 -0.1
H -2.2208 0.0039 -2.2935 -0.1 0.1 -0.1
H -0.4068 0.9385 1.9192 0.0 0.1 -0.1
```
Positions in Å, forces in eV/Å.

Results
Energy above the lowest of the compared OMol25 structures with the same formula, charge and spin (eV): 0.000
E_HOMO (eV): -7.838
SMILES: CCCc1cc(=O)oc2cc(C)cc(OCC(=O)N[C@H](Cc3c[nH]c4ccc(O)cc34)C(=O)O)c12
Strongest force on any atom (hartree/bohr): 0.01748
Net charge: 0
LUMO energy (eV): 0.232
Calculated total energy (eV): -44698.92530

Record 3
Formula: C26H26N3OS2SiTc
Source: OMol25
Level of theory: the ωB97M-V functional and the def2-TZVPD basis

```
60
Properties=species:S:1:pos:R:3:forces:R:3
Tc 0.1995 -0.0542 0.9431 -0.5 -1.1 -0.5
S 2.2624 -1.4013 -2.2119 0.0 -0.1 0.3
S 1.9124 -1.6042 -0.1321 0.2 0.7 -0.1
Si 2.5071 2.3458 0.7938 0.0 -0.2 0.1
O -0.9215 0.1917 -0.9212 0.3 0.2 0.1
N 2.7083 -4.8431 -3.8353 -0.1 0.1 0.0
N 1.4719 -5.2516 0.8939 0.0 0.1 0.0
N 0.9786 1.6240 0.1976 0.4 -0.5 0.7
C -0.9131 -2.4706 2.7885 -0.1 0.0 -0.1
C 0.3688 -2.1570 3.2098 0.1 0.2 -0.2
C 0.7468 -0.8210 3.3707 0.3 0.1 0.1
C -0.0500 3.8804 -2.5861 -0.1 0.1 -0.1
C 3.1675 1.2332 2.1692 -0.1 0.2 -0.2
C 0.3405 2.1669 -0.9128 -0.5 -0.1 -0.3
C -3.2185 -0.4932 -0.8800 0.1 0.2 0.0
C 1.9034 -3.2877 -0.6817 -0.3 0.4 -0.2
C 1.6814 -4.3953 0.1549 0.0 -0.3 0.2
C -0.1958 0.2059 3.1654 0.0 0.2 0.2
C 2.1929 -3.1423 -1.9944 -0.1 0.4 0.4
C -3.9865 -2.1763 -2.4135 -0.1 -0.1 0.0
C -1.6841 -1.4856 -2.4610 0.2 0.1 0.1
C -1.9558 -0.6060 -1.4287 -0.2 -0.3 0.0
C 0.6169 3.4255 -1.4635 0.1 -0.1 0.2
C -0.6719 1.4249 -1.5412 0.2 0.3 0.0
C -1.3491 1.8682 -2.6583 -0.1 -0.2 0.1
C 2.1726 4.0386 1.5459 0.2 -0.2 -0.2
C 2.4626 -4.0887 -3.0037 0.1 -0.3 -0.2
C -2.7104 -2.2783 -2.9516 0.0 0.0 0.0
C -4.2414 -1.2861 -1.3800 0.0 0.0 0.0
C -1.5113 -0.1334 2.7551 0.0 0.3 0.0
C -3.2724 -1.8535 2.1861 0.0 -0.1 0.0
C -1.0276 3.1077 -3.1931 0.1 0.0 0.1
C -1.8739 -1.4703 2.5645 0.1 0.0 -0.1
C 3.7569 2.3306 -0.6140 -0.2 0.1 0.2
H -1.1995 -3.5104 2.6874 0.0 0.0 -0.1
H 4.7086 2.7443 -0.2723 0.0 0.0 0.0
H 1.3522 4.0603 -0.9884 0.0 0.0 -0.1
H 2.8365 1.5724 3.1532 0.0 0.0 0.0
H 2.1577 4.8479 0.8149 0.0 0.0 0.0
H 4.2596 1.2731 2.1645 0.0 0.1 0.0
H 1.7166 -0.5809 3.7825 0.0 0.0 -0.1
H -3.2858 -2.3797 1.2305 0.0 0.0 0.0
H -5.2359 -1.1967 -0.9637 0.0 0.0 0.0
H -3.6806 -2.5317 2.9373 0.0 0.0 0.0
H 3.9492 1.3078 -0.9488 0.0 0.0 0.1
H -2.1299 1.2676 -3.1032 0.0 0.0 0.0
H 0.0270 1.2159 3.4854 0.0 0.0 -0.1
H -3.9240 -0.9852 2.1142 0.0 0.0 0.0
H 3.4402 2.9058 -1.4835 0.0 0.0 0.0
H 2.9570 4.2670 2.2709 0.0 0.0 0.0
H -2.5085 -2.9724 -3.7560 0.0 0.0 0.0
H 1.2154 4.0463 2.0705 0.0 0.0 0.0
H -1.5487 3.4647 -4.0699 0.0 0.0 0.0
H 1.0789 -2.9494 3.4087 0.0 0.0 0.0
H 2.8868 0.1888 2.0484 0.1 0.0 0.0
H -4.7854 -2.7904 -2.8071 0.0 0.0 0.0
H 0.1887 4.8561 -2.9882 0.0 0.0 0.0
H -2.2673 0.6402 2.7009 0.0 0.0 0.0
H -0.6846 -1.5274 -2.8774 0.0 0.0 0.0
H -3.3911 0.2222 -0.0852 0.0 0.0 0.0
```
Positions in Å, forces in eV/Å.

Results
Energy above the lowest of the compared OMol25 structures with the same formula, charge and spin (eV): 3.162
E_HOMO (spin up / spin down) (eV): -10.242 / -10.908
Strongest force on any atom (hartree/bohr): 0.02581
Multiplicity: 2
Net charge: +1
LUMO energy (spin up / spin down) (eV): -4.220 / -4.388
Calculated total energy (eV): -65640.24542

Record 4
Formula: C26H26N4O2
Source: OMol25
Level of theory: the ωB97M-V functional and the def2-TZVPD basis

```
58
Properties=species:S:1:pos:R:3:forces:R:3
O 3.0672 -3.8805 -0.3127 0.2 -1.8 1.5
O 3.6770 -2.6300 -2.0064 2.3 0.8 -1.2
N -3.0359 0.2480 0.2416 2.9 3.3 2.9
N 0.4788 1.7551 0.1863 -2.7 -2.9 -1.5
N 0.8820 -0.6002 -1.5454 -3.3 4.9 3.9
N -0.7228 0.8017 -0.2253 8.7 -1.4 -1.7
C -1.8367 1.0116 0.5257 -2.4 -6.9 -5.4
C 1.5540 4.0086 1.0693 7.6 2.5 1.3
C 0.4026 3.5853 1.5942 4.5 1.6 -2.2
C 4.2679 -4.4603 -0.9081 -1.4 1.0 9.8
C -1.5361 2.0591 1.0906 -0.4 11.2 10.7
C -4.8353 -1.5546 0.2725 -1.0 -9.7 -17.1
C -5.0981 -2.9607 -2.4622 -11.4 -5.2 5.6
C -0.2811 -0.3942 -0.9419 -7.4 1.4 -0.4
C 1.7266 5.7829 2.9477 6.0 -1.6 -6.6
C -0.0999 6.2180 4.3201 1.8 3.1 -2.1
C 1.0019 -1.5412 -2.4338 2.1 -5.7 -6.2
C 0.5064 5.3301 3.1325 -2.7 2.9 5.2
C 2.7552 -2.7187 -1.0026 1.1 -0.9 0.5
C 2.7362 -1.6105 -0.0806 -14.3 -0.2 -0.4
C 1.5632 -2.8995 -1.6970 -9.0 -2.5 -2.2
C 4.7408 -3.3669 -1.4983 6.3 3.2 -8.2
C 2.3428 5.0325 1.8309 0.3 -0.6 -2.8
C -0.0779 4.2459 2.5386 -8.2 3.7 8.7
C -0.0636 2.4956 1.0748 -9.3 -7.9 -4.2
C -1.5095 -1.0318 -1.3031 1.1 0.9 3.3
C 1.9751 -0.2253 -0.8523 5.3 -2.4 3.0
C -4.1088 -2.3728 -2.0807 3.1 6.1 8.1
C -5.9908 -2.3512 -0.0667 -2.0 2.4 6.7
C -3.9334 -1.4790 -0.9243 -2.7 -2.3 5.4
C -6.1975 -3.0834 -1.0899 0.3 -2.4 -8.4
C -2.7492 -0.7494 -0.4694 1.6 -1.4 -6.2
H 4.8078 -4.8918 -0.0388 0.3 0.6 -0.6
H -0.5806 7.2590 3.7774 1.6 -2.8 1.8
H -1.4498 -1.9037 -1.8878 -0.4 -1.0 -0.3
H -6.9267 -2.3618 0.6947 2.4 0.1 -1.4
H 4.0040 -5.1801 -1.4080 -2.8 -7.5 -5.9
H -7.1754 -3.6034 -1.2866 1.2 0.5 0.4
H -2.3236 2.5974 1.8858 2.1 -1.4 -2.4
H 1.8363 -1.9055 0.9252 3.2 0.8 -3.0
H 1.4813 -3.8410 -2.4452 0.9 2.3 1.6
H 3.5026 -1.2656 0.2489 9.5 3.6 4.2
H 2.3951 6.6568 3.0742 -1.4 -0.3 1.4
H 3.4480 5.3133 1.3435 -3.1 -0.7 1.6
H 2.7508 -0.1230 -1.5430 1.4 1.1 -1.3
H -0.8551 5.7968 4.8566 -2.4 -1.4 1.2
H 0.7383 -3.2572 -0.8584 1.6 1.2 -2.0
H 0.7315 6.4676 5.1607 -1.8 -0.3 -2.4
H -5.2402 -3.6538 -3.2035 -0.3 -1.0 -2.1
H 1.8992 0.6120 -0.1650 -0.1 -0.6 -0.4
H 5.3324 -2.8336 -0.8294 1.3 1.5 0.8
H -3.5397 -2.2524 -2.7929 7.2 1.3 -6.6
H -0.0076 -1.6825 -3.0467 2.6 0.1 1.2
H -1.2147 4.0109 3.0557 3.4 0.4 -1.7
H 1.9210 -1.2145 -3.1981 -2.4 -0.9 1.6
H 2.1216 3.3039 0.3998 -0.7 1.4 0.3
H 5.4556 -3.7221 -2.5678 -1.8 1.3 3.3
H -4.7132 -0.9896 0.9248 1.8 8.5 10.9
```
Positions in Å, forces in eV/Å.

Results
Energy above the lowest of the compared OMol25 structures with the same formula, charge and spin (eV): 24.115
E_HOMO (eV): -7.587
Strongest force on any atom (hartree/bohr): 0.38281
Net charge: 0
LUMO energy (eV): 0.101
Calculated total energy (eV): -37417.33634